148
Properties=species:S:1:pos:R:3:forces:R:3 method="wB97M-V/def2-TZVPD" orbital_gap_ha=0.388 lumo_energy_ha=0.0017 e_homo_ha=-0.386 e_above_lowest_ev=0.5670 smiles="FC(F)C(F)(F)COC(F)(F)C(F)F.C[C@H]1COC(=O)O1.C[C@H]1COC(=O)O1.C[C@H]1COC(=O)O1.C[C@H]1COC(=O)O1.C[C@H]1COC(=O)O1.C[C@H]1COC(=O)O1.C[C@H]1COC(=O)O1.C[C@H]1COC(=O)O1.C[C@H]1COC(=O)O1.C[C@H]1COC(=O)O1"
F 2.69481 2.40904 -5.40948 -0.1528 0.3027 -0.0347
C 2.47639 2.73102 -4.11978 1.5408 -0.5709 0.6357
F 1.78808 1.70920 -3.56897 -0.4910 0.5269 0.0457
C 3.85529 2.81704 -3.39748 0.2272 0.1836 -0.8330
F 3.73129 3.52367 -2.22473 -0.3340 -0.7273 -0.0917
F 4.60017 3.66201 -4.17755 0.0928 -0.3970 -0.1105
C 4.60907 1.50006 -3.12497 0.8216 0.4627 0.9429
O 4.25059 0.38746 -3.92851 0.1344 0.3659 -0.2085
C 5.18577 -0.63099 -3.96258 -1.4433 1.0954 -0.1336
F 6.39840 -0.18607 -4.32174 0.0847 -0.2947 0.2180
F 5.24302 -1.16585 -2.72071 0.6325 -0.3663 -0.1658
C 4.59653 -1.63097 -4.96384 0.0264 -1.5793 0.9387
F 4.42761 -1.07177 -6.15438 0.0889 0.0850 -0.2236
F 5.39511 -2.73860 -5.06491 0.5115 0.5374 -0.2690
H 2.04683 3.73005 -4.01256 -0.7459 -0.3186 -0.1444
H 4.51892 1.30788 -2.05311 -0.5772 -0.3383 -0.0379
H 5.67790 1.69851 -3.22341 -0.0465 0.2986 -0.3695
H 3.68585 -2.06804 -4.54993 -0.4634 0.6828 -0.1846
C 0.97040 -6.67669 2.69837 0.8568 0.5305 -0.0311
C 1.35602 -6.16509 1.30677 -0.9905 -1.7726 0.6145
C 0.24713 -5.43558 0.56539 -0.2331 -0.3555 0.5557
O 0.83641 -4.17087 0.23163 0.0544 -0.1340 -0.6997
C 2.07487 -4.10094 0.74388 -0.3989 0.8123 2.0533
O 2.70723 -3.09083 0.89602 -0.0554 -0.0216 -1.1145
O 2.40944 -5.22912 1.36927 0.6247 -0.4382 -0.3179
H 0.22637 -7.46832 2.63315 -0.2477 0.2291 -0.0647
H 0.66321 -5.85801 3.34764 -0.3147 -0.1232 0.0031
H 1.85963 -7.13270 3.13904 0.0011 0.0105 0.0226
H 1.61664 -7.09034 0.78573 0.6494 0.4566 -0.4883
H -0.59352 -5.27364 1.23986 0.0203 0.2175 -0.0406
H -0.11346 -6.00543 -0.28735 0.1461 0.4704 -0.3569
C -3.75719 4.04845 -2.57257 0.2364 -1.7819 0.4253
C -3.72451 2.63849 -3.16724 0.0009 -0.1500 -0.5412
C -2.63792 2.34733 -4.20900 -0.0489 0.4601 0.6135
O -2.11219 1.06153 -3.87088 -0.6853 -0.3509 1.2698
C -2.65475 0.69085 -2.64948 -0.0845 0.3507 -1.9011
O -2.55565 -0.38959 -2.16427 0.7002 -0.4303 0.3617
O -3.39944 1.66845 -2.16547 -0.5549 0.3128 0.9969
H -4.71015 4.08439 -2.04675 -0.0897 0.8182 -0.2263
H -3.57706 4.78016 -3.35338 -0.3390 0.2702 0.1510
H -2.98013 4.06197 -1.80537 0.1883 0.3613 -0.1635
H -4.71155 2.36892 -3.54961 -0.0205 -0.0256 -0.0067
H -1.86999 3.10361 -4.03677 0.2818 -0.1191 -0.6474
H -3.06115 2.29877 -5.20732 0.3808 0.2093 -0.1546
C -0.56187 -1.34411 0.59751 2.0947 0.8044 0.4453
C 0.23559 -0.03929 0.69327 -1.1412 1.9298 -0.6440
C 1.54290 0.12501 -0.08298 0.4769 -3.0204 0.5632
O 1.44854 1.27217 -0.86451 0.1178 0.9158 -0.8213
C 0.18149 1.69644 -0.91844 -0.9386 -1.3191 2.1922
O -0.27181 2.63627 -1.48597 0.3026 -0.1641 -0.7714
O -0.56940 0.91200 -0.06629 -0.0808 1.1351 -0.9276
H -1.60207 -1.13704 0.82703 -0.0272 -0.1584 0.0837
H -0.04383 -1.99704 1.30377 -0.5743 -0.5141 -0.0770
H -0.41310 -1.69518 -0.42234 -0.3965 -0.3249 0.0503
H 0.28425 0.43116 1.68082 0.1206 -0.5735 0.1902
H 1.59822 -0.80120 -0.67508 0.2407 0.4352 -0.6016
H 2.46397 0.11603 0.49246 -0.1955 0.4600 0.2383
C 4.77254 4.83160 2.18519 0.3604 1.3409 1.2974
C 3.35153 4.35215 2.22767 -0.3252 -1.8257 -1.2440
C 3.03361 3.34208 1.10878 0.4832 0.5727 -0.9335
O 2.30292 2.30558 1.73004 -0.9136 -0.3508 0.6080
C 2.29017 2.46977 3.08965 1.4694 1.1204 -1.8796
O 1.70963 1.78014 3.85324 -0.2351 -0.3047 0.4057
O 3.09051 3.52841 3.36262 -0.4354 -0.0386 1.7622
H 4.95532 5.45038 1.30695 -0.0301 -0.2122 -0.1535
H 5.56853 4.10335 2.33209 -0.4931 -0.6573 -0.6076
H 4.96079 5.48479 3.04665 -0.3045 0.2501 -0.1260
H 2.55896 5.10075 2.15938 0.4454 0.5426 0.4522
H 3.93806 2.96909 0.62534 0.0118 -0.3349 0.2804
H 2.42735 3.78999 0.31923 -0.0044 -0.2096 0.0889
C -1.31055 -0.29490 4.74125 -0.5643 -0.0920 0.6619
C -2.17411 -1.55140 4.79535 -0.4304 0.3021 0.9799
C -3.19926 -1.74735 3.67432 1.0124 0.6835 0.2713
O -2.99615 -3.09202 3.28900 -0.7465 -0.2229 -0.6372
C -1.95527 -3.64409 3.92408 0.3930 0.4188 0.1849
O -1.60980 -4.76964 3.75151 0.2522 0.0147 0.0809
O -1.36770 -2.73370 4.73825 0.2583 -0.7187 -0.7827
H -0.69150 -0.34505 5.63678 0.6191 0.0796 -0.4283
H -1.87295 0.63140 4.88875 -0.4678 -0.2683 -0.0632
H -0.77623 -0.14741 3.80449 0.3275 -0.4087 0.1156
H -2.64117 -1.66859 5.77949 -0.1817 0.6071 -0.0901
H -2.89288 -1.05067 2.88948 -0.4302 -0.3042 -0.4231
H -4.23218 -1.58661 3.97178 0.0255 -0.0287 -0.0299
C -4.44994 0.76757 0.78819 0.5439 0.2101 1.0541
C -5.86567 1.34042 0.71204 1.5883 -0.4237 -0.3534
C -5.87478 2.86344 0.52306 -0.6126 -0.2844 1.4473
O -6.74558 3.03290 -0.59386 0.0952 1.1523 0.5474
C -7.03516 1.86562 -1.15521 0.9080 -0.8263 -1.8873
O -7.58639 1.73917 -2.21140 -0.2538 0.0941 0.8052
O -6.40990 0.85040 -0.51546 -0.9579 0.2342 0.3305
H -3.72888 1.49214 0.41185 -0.0081 -0.2310 -0.4101
H -4.33240 -0.19047 0.28888 -0.2285 0.1472 -0.3636
H -4.11430 0.58369 1.81496 -0.3501 0.1381 0.1638
H -6.48184 1.02961 1.55735 -0.1404 -0.0601 -0.1755
H -4.90089 3.34802 0.45171 0.0363 -0.2305 -0.8618
H -6.28623 3.31925 1.42609 -0.4141 0.1935 -0.2818
C -5.01170 -2.91934 0.22498 -0.0160 0.2000 0.3978
C -3.68474 -3.07664 -0.50103 -0.8826 -0.7503 0.4744
C -2.86690 -4.25702 0.01125 -0.5842 -0.3353 0.7013
O -2.36861 -4.89690 -1.14648 0.7580 0.6998 -0.5637
C -3.07576 -4.43447 -2.23634 0.0213 -1.7673 0.3601
O -2.99378 -4.95671 -3.30182 0.0401 0.5992 0.1099
O -3.93713 -3.50911 -1.84385 -0.2306 1.1300 -0.5656
H -5.43244 -3.85300 0.59885 0.1665 -0.1623 -0.2099
H -5.77402 -2.44270 -0.39053 0.2017 0.1646 -0.1102
H -4.83411 -2.29110 1.10159 -0.1341 0.0267 0.0066
H -3.16559 -2.11915 -0.46007 0.2338 -0.1020 -0.6018
H -3.51328 -5.01499 0.46523 -0.0840 0.3280 0.3691
H -2.10770 -3.97185 0.73681 0.2412 -0.0305 -0.3050
C 0.33161 -3.99424 -3.06111 -1.6262 -0.4278 -0.0908
C -0.55325 -2.76813 -3.36065 1.0435 -0.7347 0.4776
C 0.27723 -1.49709 -3.55787 0.3772 -0.6288 0.4062
O -0.18884 -0.98765 -4.77457 0.2735 1.1175 -0.2187
C -1.00495 -1.85209 -5.38575 -0.2663 -0.3016 -0.2378
O -1.45655 -1.69968 -6.47333 -0.0677 0.0845 -0.0800
O -1.22058 -2.92979 -4.61055 0.0183 -0.0484 0.2357
H -0.34629 -4.82119 -2.82253 0.0236 0.0244 0.0004
H 0.93144 -3.86281 -2.16203 0.3522 0.2629 -0.3240
H 0.84120 -4.33917 -3.95973 0.5144 0.3977 0.1240
H -1.29112 -2.65184 -2.56683 -0.1231 0.1871 -0.1245
H 1.34067 -1.73970 -3.66180 -0.0202 -0.0110 -0.0510
H 0.19638 -0.79951 -2.72201 -0.3489 0.2572 -0.2980
C -0.01230 5.11428 0.09117 -1.0340 0.2170 -1.0142
C -0.75117 4.45599 1.23807 1.9369 0.1511 -0.3026
C -0.48545 5.12657 2.60657 -0.6733 -0.2533 -0.2306
O -1.81830 5.37796 3.06666 0.5651 0.2397 1.2313
C -2.71911 4.90770 2.23572 -1.2492 -0.4299 -0.9122
O -3.89564 4.84862 2.43904 0.1879 0.1219 0.0809
O -2.16273 4.49415 1.07018 0.4077 -0.0648 0.2977
H 1.06908 5.16506 0.20666 -0.1386 0.1881 0.3953
H -0.44602 6.09408 -0.12170 0.2981 0.2144 0.2484
H -0.18503 4.52243 -0.81226 0.0719 0.1990 0.2364
H -0.38666 3.42455 1.23741 -0.5136 -0.1899 0.3308
H 0.02860 6.08646 2.60048 0.0872 -0.0557 -0.3510
H 0.01794 4.44961 3.29684 -0.0739 0.0460 0.1084
C 5.17038 -0.96599 4.72673 -0.6468 -0.3271 -0.2698
C 5.48762 -1.11874 3.24114 -1.3368 -1.8364 0.3705
C 4.33508 -0.77466 2.29106 0.7793 0.4890 0.8469
O 4.65168 0.61082 2.08928 -1.2439 0.7181 -0.7707
C 5.94692 0.81251 2.23594 1.4915 0.4696 1.2856
O 6.53422 1.83301 2.02225 -0.3892 -0.3223 -0.4415
O 6.53674 -0.26547 2.83311 -0.1836 0.1142 -0.5430
H 4.40718 -1.69016 5.03050 0.1536 -0.3157 -0.3311
H 4.68002 -0.03112 5.00498 0.7785 0.3850 0.0213
H 6.07949 -1.25669 5.24906 -0.0531 0.6356 0.4167
H 5.68348 -2.18986 3.14057 0.8415 0.2410 -0.4715
H 3.39923 -0.88562 2.83483 -0.2245 0.1934 -0.4170
H 4.33216 -1.23404 1.30438 -0.0062 -0.4374 0.2902